{
  "formula": "F6LiN4O15S6",
  "method": "the ωB97M-V functional and the def2-TZVPD basis",
  "homo_ha": -0.02199,
  "e_above_lowest_kcal_mol": 74.1,
  "lumo_ev": 6.62,
  "charge": -3,
  "symbols": ["Li", "N", "S", "O", "O", "F", "S", "O", "O", "F", "N", "S", "O", "O", "F", "S", "O", "O", "F", "N", "S", "O", "O", "F", "S", "O", "O", "F", "N", "O", "O", "O"],
  "xyz": [[-0.06, 0.33, 0.67], [-1.48, 0.48, -0.64], [-2.20, 1.85, -0.61], [-2.91, 2.26, 0.59], [-2.48, 2.50, -1.85], [-0.83, 2.62, -0.20], [-2.92, -0.40, -0.22], [-4.14, -0.02, -0.87], [-2.96, -0.97, 1.09], [-2.45, -1.56, -1.19], [0.36, -1.71, -2.62], [1.80, -1.08, -1.96], [1.58, -0.13, -0.92], [3.06, -0.95, -2.66], [2.12, -2.42, -1.11], [0.99, -2.13, -3.99], [1.95, -3.22, -3.96], [1.13, -1.08, -4.94], [-0.36, -2.87, -4.54], [1.03, 1.13, 2.36], [0.17, 2.33, 3.24], [-0.46, 3.36, 2.48], [0.66, 2.67, 4.56], [-1.00, 1.32, 3.63], [2.16, 2.14, 2.12], [2.96, 2.55, 3.27], [2.06, 3.04, 1.00], [3.29, 1.15, 1.52], [-0.31, -2.78, 1.47], [-0.86, -3.28, 0.45], [-0.02, -3.55, 2.41], [0.13, -1.60, 1.44]],
  "lowdin_charge": [0.608, -0.307, 0.440, -0.302, -0.278, -0.251, 0.543, -0.295, -0.249, -0.192, -0.233, 0.565, -0.314, -0.303, -0.215, 0.442, -0.318, -0.317, -0.245, -0.269, 0.533, -0.259, -0.304, -0.192, 0.416, -0.323, -0.283, -0.219, -0.595, -0.065, -0.079, -0.142]
}

=====

{
  "formula": "H22O11",
  "method": "the ωB97M-V functional and the def2-TZVPD basis",
  "homo_ha": -0.33867,
  "e_above_lowest_kcal_mol": 157.5,
  "lumo_ev": 0.00,
  "smiles": "O.O.O.O.O.O.O.O.O.O.O",
  "symbols": ["O", "H", "H", "O", "H", "H", "O", "H", "H", "O", "H", "H", "O", "H", "H", "O", "H", "H", "O", "H", "H", "O", "H", "H", "O", "H", "H", "O", "H", "H", "O", "H", "H"],
  "xyz": [[0.32, 0.40, 0.12], [-0.42, -0.09, 0.36], [0.98, 0.26, 0.81], [0.87, -1.51, -0.46], [1.34, -2.37, -0.18], [1.61, -0.96, -0.59], [-3.86, 0.24, -2.22], [-4.15, -0.55, -1.61], [-4.63, 0.74, -2.45], [4.06, -2.16, -1.37], [4.78, -2.75, -1.62], [4.27, -1.32, -1.70], [2.96, 2.70, 2.56], [2.97, 2.35, 1.66], [2.59, 3.49, 2.39], [-2.19, -0.40, -1.24], [-2.01, 0.47, -1.75], [-1.94, -1.11, -1.79], [4.77, 2.19, -1.73], [4.71, 2.12, -0.80], [3.93, 1.66, -1.88], [-4.27, 0.46, 0.26], [-4.02, 0.67, 1.16], [-4.60, -0.52, 0.24], [0.93, -2.77, 1.53], [1.60, -3.44, 1.12], [0.28, -3.38, 1.85], [-1.77, -0.85, 2.96], [-2.16, -0.11, 2.53], [-0.80, -0.58, 2.98], [-1.77, 2.55, -0.17], [-1.59, 1.90, -0.85], [-2.78, 2.66, -0.14]],
  "lowdin_charge": [-0.074, -0.018, 0.054, -0.118, 0.050, -0.003, -0.132, 0.098, 0.028, -0.029, 0.047, -0.002, -0.001, 0.028, -0.026, -0.107, 0.093, 0.034, -0.055, -0.007, 0.064, -0.093, 0.020, 0.109, -0.084, 0.109, 0.039, -0.059, -0.016, 0.076, -0.080, -0.015, 0.071]
}

=====

What is the formula in the second record? H22O11